ORCA calculation (the ωB97M-V functional and the def2-TZVPD basis) on a structure of composition C16H35B3N2O17P4S at a distorted geometry.

Cartesian coordinates (Å):
1 N -4.51 -1.22 -2.16
2 P -4.96 -1.86 -3.52
3 O -6.34 -1.21 -4.08
4 O -3.79 -1.57 -4.61
5 B -5.06 -3.76 -3.26
6 O -5.64 -4.40 -2.18
7 B -4.62 -5.19 -1.60
8 N -4.57 -5.20 -0.12
9 C -3.76 -4.36 0.24
10 S -2.41 -3.65 0.65
11 O -3.70 -5.88 -2.36
12 B -3.35 -5.11 -3.49
13 C -1.91 -4.75 -3.95
14 C -1.69 -4.66 -5.33
15 C -0.47 -4.30 -5.88
16 C 0.58 -4.01 -4.98
17 C 0.37 -4.11 -3.62
18 C -0.86 -4.47 -3.06
19 O -4.45 -4.58 -4.21
20 H -4.44 -1.99 -1.49
21 H -6.39 -1.45 -5.02
22 H -3.37 -0.74 -4.33
23 H -2.53 -4.85 -6.01
24 H -0.37 -4.23 -6.96
25 H 1.53 -3.70 -5.42
26 H 1.19 -3.86 -2.94
27 H -1.01 -4.54 -1.99
28 C 3.07 1.88 -0.55
29 O 1.71 1.55 -0.28
30 P 1.19 0.07 -0.82
31 O 2.36 -0.78 -0.46
32 O 1.22 0.54 -2.39
33 C 0.58 1.77 -2.77
34 O 0.14 -1.20 -1.19
35 C -1.27 -0.90 -1.27
36 H 3.17 2.97 -0.49
37 H 3.72 1.44 0.21
38 H 3.38 1.55 -1.54
39 H 1.34 2.52 -2.98
40 H -0.08 2.15 -1.98
41 H -0.01 1.59 -3.67
42 H -1.47 -0.23 -2.11
43 H -1.61 -0.44 -0.34
44 H -1.81 -1.83 -1.43
45 C 3.01 5.46 2.73
46 O 3.00 6.74 2.08
47 P 3.59 6.79 0.52
48 O 2.98 5.54 -0.02
49 O 5.13 6.55 1.07
50 C 5.64 7.39 2.11
51 O 4.22 7.34 -0.95
52 C 4.62 8.72 -1.01
53 H 2.97 5.64 3.80
54 H 2.13 4.89 2.43
55 H 3.92 4.90 2.49
56 H 5.69 6.81 3.04
57 H 5.02 8.27 2.27
58 H 6.64 7.71 1.83
59 H 5.47 8.90 -0.35
60 H 3.79 9.38 -0.73
61 H 4.91 8.95 -2.03
62 C -0.32 -1.37 8.17
63 O 0.28 -1.76 6.94
64 P -0.35 -1.07 5.55
65 O -0.53 0.33 6.01
66 O -1.74 -1.95 5.66
67 C -1.66 -3.37 5.84
68 O -0.63 -0.78 3.92
69 C -0.22 -1.80 2.99
70 H -0.09 -2.15 8.90
71 H 0.10 -0.43 8.51
72 H -1.40 -1.29 8.07
73 H -1.94 -3.62 6.87
74 H -0.65 -3.75 5.65
75 H -2.36 -3.84 5.15
76 H -0.82 -2.70 3.13
77 H 0.84 -2.03 3.11
78 H -0.38 -1.43 1.98

Values from the calculation:
Gap between HOMO and LUMO (eV): 7.732
ΔE to the lowest compared entry with this formula, charge and spin (kcal/mol): 56.2
Highest occupied orbital energy (eV): -9.593
Calculated total energy (a.u.): -3857.627980
LUMO level (eV): -1.86